DFT (wB97M-V/def2-TZVPD) results for a structure of composition C31H48F18GaO12.

Element x y z (Å)
C: 3.321 -1.958 -0.425
C: 2.360 -3.017 0.138
Ga: 3.382 -4.476 1.158
C: 2.501 -6.326 1.066
C: 3.156 -7.310 0.091
C: 3.001 -6.874 -1.387
C: 2.305 -7.947 -2.245
C: 4.326 -6.415 -2.035
H: 3.746 -1.372 0.397
H: 2.845 -1.250 -1.116
H: 4.163 -2.429 -0.939
H: 1.695 -2.533 0.866
H: 1.721 -3.420 -0.657
H: 4.882 -4.575 0.551
H: 3.435 -4.019 2.721
H: 2.555 -6.743 2.081
H: 1.430 -6.259 0.825
H: 4.220 -7.397 0.338
H: 2.734 -8.319 0.210
H: 2.340 -6.002 -1.377
H: 3.032 -8.615 -2.718
H: 1.714 -7.497 -3.049
H: 1.628 -8.560 -1.646
H: 4.281 -5.371 -2.353
H: 4.573 -7.017 -2.915
H: 5.156 -6.482 -1.332
C: 1.032 3.505 -4.501
C: 0.106 2.498 -3.861
O: 0.739 1.889 -2.711
C: 0.792 2.631 -1.621
O: 0.323 3.722 -1.459
C: 1.544 1.872 -0.501
F: 2.698 1.389 -0.939
F: 0.781 0.867 -0.058
F: 1.787 2.692 0.523
H: 1.976 3.035 -4.776
H: 0.576 3.919 -5.401
H: 1.240 4.323 -3.816
H: -0.109 1.670 -4.531
H: -0.834 2.953 -3.549
C: -2.628 1.003 0.597
C: -2.057 0.710 1.965
O: -3.108 0.322 2.889
C: -3.564 -0.912 2.780
O: -3.193 -1.773 2.042
C: -4.698 -1.129 3.810
F: -5.612 -0.151 3.748
F: -4.201 -1.144 5.056
F: -5.315 -2.285 3.595
H: -3.424 1.745 0.669
H: -1.843 1.392 -0.050
H: -3.029 0.100 0.139
H: -1.629 1.600 2.420
H: -1.298 -0.071 1.932
C: 2.665 6.226 0.728
C: 3.952 6.826 0.211
O: 4.135 6.520 -1.194
C: 3.457 7.262 -2.048
O: 2.781 8.219 -1.816
C: 3.667 6.710 -3.480
F: 3.490 5.387 -3.496
F: 4.908 6.973 -3.912
F: 2.805 7.263 -4.327
H: 2.648 5.149 0.559
H: 2.587 6.408 1.800
H: 1.798 6.668 0.240
H: 4.820 6.385 0.694
H: 3.982 7.908 0.339
C: -8.252 -0.538 6.145
C: -9.709 -0.911 6.016
O: -10.558 0.264 6.030
C: -10.653 0.928 4.892
O: -10.150 0.660 3.843
C: -11.581 2.151 5.086
F: -11.232 2.863 6.163
F: -12.847 1.742 5.252
F: -11.535 2.947 4.024
H: -8.085 0.047 7.050
H: -7.650 -1.445 6.204
H: -7.911 0.038 5.287
H: -10.049 -1.490 6.872
H: -9.907 -1.474 5.105
C: 1.396 -2.708 4.332
C: 0.480 -2.130 5.381
O: 1.034 -2.284 6.719
C: 1.908 -1.377 7.099
O: 2.269 -0.400 6.512
C: 2.421 -1.723 8.518
F: 2.811 -2.997 8.611
F: 1.440 -1.526 9.418
F: 3.446 -0.945 8.853
H: 1.602 -3.760 4.521
H: 0.924 -2.634 3.352
H: 2.350 -2.187 4.280
H: -0.461 -2.673 5.429
H: 0.274 -1.072 5.220
C: 2.176 3.833 -10.843
C: 2.739 3.361 -9.522
O: 1.714 2.752 -8.702
C: 1.400 1.502 -8.997
O: 1.867 0.817 -9.857
C: 0.318 1.000 -8.013
F: -0.707 1.860 -7.944
F: 0.846 0.892 -6.786
F: -0.148 -0.182 -8.383
H: 1.351 4.526 -10.681
H: 2.955 4.348 -11.405
H: 1.820 2.995 -11.441
H: 3.098 4.194 -8.922
H: 3.548 2.645 -9.657

## Properties
**LUMO energy**: 1.64 eV
**Kohn-Sham gap**: 0.224 Ha
**Total charge**: -1
**E_HOMO**: -4.4 eV

DFT (wB97M-V/def2-TZVPD) results for a structure of composition C31H48O3P2Rh in a non-equilibrium geometry.

Element x y z (Å)
Rh: -0.930 -0.113 -2.572
C: -1.788 -0.700 0.701
C: -2.663 0.046 -0.104
C: -1.667 -1.643 -1.408
C: -1.119 -1.667 -0.065
C: -2.657 -0.507 -1.455
C: -1.857 -0.751 2.180
H: -2.569 -0.047 2.629
H: -0.907 -0.588 2.683
H: -2.119 -1.776 2.461
C: -0.444 -2.851 0.479
H: 0.405 -2.599 1.126
H: -0.034 -3.440 -0.346
H: -1.125 -3.467 1.097
C: -1.833 -2.886 -2.215
H: -2.059 -3.787 -1.627
H: -0.885 -3.107 -2.717
H: -2.612 -2.797 -2.978
C: -3.856 -0.527 -2.347
H: -4.701 -0.945 -1.791
H: -3.694 -1.137 -3.246
H: -4.140 0.498 -2.639
C: -3.803 0.788 0.445
H: -4.434 0.117 1.040
H: -4.399 1.193 -0.369
H: -3.519 1.629 1.075
C: 1.915 0.219 1.686
C: 0.890 0.811 2.301
C: 0.249 2.143 2.160
C: 0.708 2.923 0.892
C: 0.273 2.416 -0.381
C: 1.079 1.667 -1.340
C: 1.706 0.333 -0.773
C: 2.648 0.571 0.426
H: 0.528 2.709 3.068
H: 1.805 2.886 0.972
H: -0.840 2.050 2.214
H: 3.028 1.604 0.419
H: 2.321 -0.652 2.207
H: 0.709 0.420 3.329
H: 3.503 -0.128 0.350
H: 0.965 -0.463 -0.530
H: 0.306 1.209 -2.091
H: 2.240 -0.126 -1.614
H: 0.379 3.976 0.998
H: -0.714 2.733 -0.755
P: 1.864 2.885 -2.480
P: -0.708 0.732 -4.413
C: 1.174 2.958 -4.186
C: 0.848 1.610 -4.867
H: 1.966 3.439 -4.794
H: 0.314 3.654 -4.170
H: 0.727 1.813 -5.947
H: 1.679 0.890 -4.728
C: -0.655 -0.620 -5.646
H: -1.538 -1.249 -5.506
H: 0.240 -1.229 -5.463
H: -0.628 -0.242 -6.672
C: -2.030 1.948 -4.684
H: -1.989 2.368 -5.687
H: -1.907 2.734 -3.939
H: -2.976 1.440 -4.512
C: 3.601 2.375 -2.715
H: 4.036 2.029 -1.756
H: 4.215 3.239 -3.063
H: 3.674 1.573 -3.479
C: 1.998 4.613 -1.871
H: 1.394 5.309 -2.482
H: 3.043 4.978 -1.910
H: 1.656 4.677 -0.826
O: -0.563 -3.762 4.714
C: 0.349 -3.670 5.702
C: 0.304 -4.406 6.889
C: 1.243 -4.103 7.874
C: 2.218 -3.107 7.680
C: 2.278 -2.422 6.470
C: 1.347 -2.723 5.484
C: 1.102 -1.920 4.247
O: 1.628 -2.330 3.190
O: 0.341 -0.940 4.486
H: -1.200 -4.478 4.880
H: -0.483 -5.152 7.024
H: 1.180 -4.602 8.840
H: 2.957 -2.903 8.465
H: 3.015 -1.645 6.275

## Properties
**Multiplicity**: 5
**LUMO energy (alpha / beta)**: -2.69 / -5.08 eV
**Kohn-Sham gap (alpha / beta)**: 0.210 / 0.121 Ha
**Total charge**: +1
**Energy above the lowest of the compared OMol25 structures with the same formula, charge and spin**: 55.3 kcal/mol
**Expectation value of S²**: 6.02
**E_HOMO (alpha / beta)**: -8.4 / -8.4 eV

DFT (wB97M-V/def2-TZVPD) results for a cluster of 5 separate species, C31H49BBrCl16FN3O7S in total in a non-equilibrium geometry.

Element x y z (Å)
C: -1.278 -5.703 5.673
C: -1.418 -4.253 4.996
O: -2.185 -3.291 5.772
C: -2.904 -2.355 4.916
C: -1.935 -1.643 3.845
C: -2.161 -2.120 2.308
C: -0.902 -1.506 1.456
C: -1.299 -1.012 -0.020
C: -0.666 0.444 -0.428
N: 0.791 0.461 -0.145
N: 1.572 -0.586 -0.606
C: 1.521 1.777 -0.492
C: 2.493 2.131 0.778
C: 3.685 1.079 1.026
C: 3.550 0.214 2.393
S: 4.370 -1.454 2.024
N: 2.443 1.504 -1.620
C: 3.287 2.440 -1.870
O: 4.015 3.470 -1.879
C: 0.415 2.955 -0.788
C: -0.088 3.582 0.600
C: 0.770 4.907 1.075
C: -0.203 5.841 2.008
C: -0.119 5.315 3.534
O: -1.068 4.711 4.125
O: 1.086 5.551 4.315
C: -0.696 2.558 -1.892
Br: -2.383 3.704 -1.749
B: -0.110 3.122 -3.347
C: -0.817 4.357 -4.199
O: 1.086 2.644 -4.005
C: -1.096 0.949 -1.931
C: -2.695 0.759 -2.215
C: -3.200 -0.726 -2.591
C: -4.541 -1.120 -1.738
F: -5.673 -0.635 -2.497
C: -0.362 0.086 -3.046
O: -0.885 0.128 -4.397
C: 0.131 -0.092 -5.385
C: 0.392 0.984 -6.578
O: 0.853 -1.130 -5.417
H: -2.013 -5.779 6.555
H: -0.204 -5.846 6.057
H: -1.476 -6.539 4.899
H: -0.396 -3.747 4.764
H: -1.964 -4.395 3.994
H: -3.850 -2.790 4.437
H: -3.269 -1.513 5.630
H: -0.812 -1.728 4.082
H: -2.167 -0.504 3.858
H: -3.136 -1.587 1.962
H: -2.268 -3.253 2.185
H: -0.024 -2.267 1.469
H: -0.554 -0.589 2.089
H: -1.034 -1.813 -0.793
H: -2.444 -0.817 0.021
H: -1.288 1.137 0.273
H: 0.880 0.440 0.903
H: 1.123 -1.270 -1.215
H: 2.124 -1.063 0.123
H: 2.910 3.213 0.713
H: 1.907 2.124 1.787
H: 4.660 1.696 1.137
H: 3.874 0.336 0.180
H: 2.472 -0.016 2.703
H: 4.182 0.713 3.216
H: 5.156 -1.266 0.867
H: 1.043 3.811 -1.273
H: -1.157 3.977 0.653
H: -0.086 2.763 1.430
H: 1.154 5.484 0.164
H: 1.620 4.576 1.795
H: -1.278 5.888 1.620
H: 0.223 6.918 1.914
H: 1.520 4.671 4.392
H: -1.859 4.072 -4.600
H: -0.199 4.623 -5.150
H: -0.827 5.348 -3.590
H: 1.618 3.444 -4.222
H: -2.995 1.358 -3.165
H: -3.340 1.060 -1.295
H: -2.462 -1.575 -2.417
H: -3.535 -0.807 -3.700
H: -4.580 -2.281 -1.759
H: -4.483 -0.725 -0.665
H: -0.420 -1.028 -2.708
H: 0.784 0.268 -3.148
H: -0.446 1.774 -6.625
H: 0.567 0.487 -7.592
H: 1.354 1.567 -6.301
C: 7.207 0.795 -2.288
Cl: 6.597 -0.805 -2.767
Cl: 5.849 1.940 -2.192
Cl: 7.997 0.677 -0.700
Cl: 8.380 1.367 -3.493
C: 6.627 -4.441 -5.372
Cl: 5.714 -4.704 -6.873
Cl: 8.091 -3.498 -5.725
Cl: 5.615 -3.550 -4.212
Cl: 7.086 -6.009 -4.674
C: -0.949 -4.482 9.568
Cl: 0.655 -4.440 8.801
Cl: -0.774 -4.234 11.319
Cl: -1.965 -3.194 8.885
Cl: -1.707 -6.061 9.267
C: -8.561 -3.192 -3.442
Cl: -7.995 -1.929 -4.557
Cl: -7.195 -3.779 -2.467
Cl: -9.807 -2.518 -2.369
Cl: -9.247 -4.541 -4.373

## Properties
**LUMO energy**: -3.04 eV
**Kohn-Sham gap**: 0.319 Ha
**Total charge**: +1
**E_HOMO**: -11.7 eV

DFT (wB97M-V/def2-TZVPD) results for a cluster of 3 separate species, C31H49BrFN3O4 in total in a non-equilibrium geometry.

Element x y z (Å)
C: 5.037 0.458 -0.404
C: 4.701 -0.777 -0.070
C: 3.283 -1.323 -0.105
C: 2.698 -1.349 -1.524
C: 1.225 -1.749 -1.564
C: 0.877 -2.671 -2.695
O: 1.696 -3.139 -3.433
N: -0.494 -2.929 -2.916
C: -1.308 -2.965 -1.725
C: -1.603 -4.172 -1.093
C: -2.404 -4.207 0.048
C: -2.925 -3.031 0.578
C: -2.625 -1.820 -0.047
C: -1.831 -1.794 -1.191
C: 2.413 -0.323 0.684
O: 2.173 0.799 0.392
N: 1.850 -0.946 1.850
C: 2.036 -2.365 1.747
F: 0.916 -3.003 1.377
Br: 2.367 -2.968 3.620
C: 3.229 -2.606 0.780
N: 3.082 -3.896 0.105
C: 3.309 -4.993 1.031
C: 2.504 -6.222 0.760
O: 4.104 -4.923 1.921
C: 4.025 -4.163 -0.994
C: 5.496 -3.906 -0.823
O: 3.610 -4.656 -1.989
H: 4.320 1.209 -0.692
H: 6.071 0.754 -0.365
H: 5.498 -1.420 0.264
H: 2.789 -0.330 -1.885
H: 3.314 -1.951 -2.184
H: 0.926 -2.187 -0.617
H: 0.619 -0.854 -1.669
H: -0.508 -3.855 -3.331
H: -1.220 -5.109 -1.470
H: -2.636 -5.149 0.514
H: -3.555 -3.066 1.449
H: -3.034 -0.902 0.344
H: -1.635 -0.838 -1.655
H: 2.402 -0.598 2.630
H: 4.065 -2.521 1.470
H: 1.545 -6.165 1.257
H: 2.391 -6.332 -0.316
H: 3.091 -7.058 1.117
H: 6.003 -4.679 -1.388
H: 5.834 -3.949 0.206
H: 5.739 -2.963 -1.299
C: -4.305 3.931 2.163
C: -3.938 2.478 2.453
C: -3.215 2.274 3.781
C: -1.869 2.992 3.884
C: -0.865 2.630 2.789
C: -0.465 1.156 2.783
H: -3.418 4.561 2.087
H: -4.839 3.997 1.214
H: -4.955 4.341 2.939
H: -3.325 2.089 1.634
H: -4.854 1.881 2.459
H: -3.071 1.202 3.943
H: -3.860 2.615 4.597
H: -1.429 2.765 4.861
H: -2.030 4.074 3.873
H: 0.033 3.237 2.932
H: -1.263 2.904 1.807
H: -0.038 0.865 3.745
H: 0.282 0.961 2.013
H: -1.319 0.506 2.582
C: -3.828 2.485 -1.852
C: -2.367 2.751 -1.500
C: -2.083 4.194 -1.096
C: -2.351 5.248 -2.170
C: -1.580 5.046 -3.473
C: -0.065 5.112 -3.299
H: -4.147 3.060 -2.723
H: -3.978 1.430 -2.085
H: -4.483 2.741 -1.016
H: -1.729 2.457 -2.338
H: -2.088 2.104 -0.661
H: -1.042 4.267 -0.769
H: -2.688 4.432 -0.217
H: -2.104 6.231 -1.759
H: -3.422 5.278 -2.394
H: -1.887 5.822 -4.179
H: -1.854 4.092 -3.932
H: 0.236 6.070 -2.868
H: 0.439 5.006 -4.261
H: 0.302 4.318 -2.648

## Properties
**LUMO energy**: 0.35 eV
**Kohn-Sham gap**: 0.345 Ha
**E_HOMO**: -9.0 eV

DFT (wB97M-V/def2-TZVPD) results for a structure of composition C31H49F2Sn.

Element x y z (Å)
C: 3.092 2.951 -2.441
C: 1.924 1.958 -2.446
C: 1.784 1.330 -3.837
C: 0.643 2.666 -1.982
Sn: -1.142 1.436 -1.698
C: -1.903 1.623 0.332
C: -0.803 1.263 1.361
C: -1.168 0.011 2.164
C: -0.476 2.457 2.259
C: -2.625 2.050 -3.180
C: -2.320 3.326 -3.980
C: -2.288 4.575 -3.095
C: -3.343 3.505 -5.105
C: -0.593 -0.668 -1.949
C: -1.328 -1.377 -3.096
C: -2.812 -1.599 -2.775
C: -0.657 -2.714 -3.434
H: -1.254 -0.729 -3.987
H: 2.907 3.734 -3.183
H: 3.211 3.434 -1.466
H: 4.034 2.455 -2.692
H: 2.146 1.156 -1.715
H: 1.640 2.110 -4.600
H: 2.695 0.768 -4.089
H: 0.943 0.626 -3.897
H: 0.802 3.131 -1.002
H: 0.369 3.455 -2.691
H: -2.230 2.667 0.407
H: -2.761 0.939 0.370
H: 0.123 1.019 0.804
H: -2.095 0.178 2.730
H: -1.318 -0.860 1.512
H: -0.359 -0.242 2.860
H: -1.366 2.757 2.826
H: 0.331 2.205 2.958
H: -0.143 3.318 1.665
H: -2.719 1.189 -3.856
H: -3.557 2.163 -2.617
H: -1.326 3.190 -4.439
H: -3.296 4.796 -2.714
H: -1.610 4.463 -2.241
H: -1.936 5.444 -3.668
H: -4.335 3.681 -4.675
H: -3.087 4.354 -5.744
H: -3.407 2.616 -5.739
H: 0.494 -0.680 -2.103
H: -0.813 -1.144 -0.987
H: -2.920 -2.333 -1.961
H: -3.318 -0.671 -2.478
H: -3.338 -1.982 -3.661
H: -0.725 -3.393 -2.576
H: -1.145 -3.187 -4.293
H: 0.403 -2.585 -3.681
C: -0.694 -6.580 0.823
C: 0.098 -5.390 1.220
C: -0.139 -4.802 2.454
F: -1.104 -5.338 3.269
C: 0.549 -3.704 2.917
C: 1.547 -3.072 2.124
C: 2.290 -1.913 2.498
C: 2.313 -1.160 3.710
C: 1.486 -1.408 4.848
C: 1.524 -0.572 5.945
F: 0.651 -0.831 6.971
C: 2.400 0.499 6.061
C: 2.386 1.303 7.307
C: 3.267 0.731 4.970
C: 3.220 -0.059 3.832
C: 1.800 -3.673 0.847
C: 1.105 -4.804 0.417
H: -0.428 -6.943 -0.173
H: -0.551 -7.414 1.520
H: -1.767 -6.357 0.811
H: 0.301 -3.329 3.903
H: 3.008 -1.570 1.747
H: 0.811 -2.248 4.874
H: 3.118 2.116 7.280
H: 1.405 1.754 7.479
H: 2.615 0.692 8.187
H: 3.978 1.564 5.041
H: 3.897 0.147 2.992
H: 2.565 -3.230 0.205
H: 1.324 -5.250 -0.556

## Properties
**LUMO energy**: 2.24 eV
**Kohn-Sham gap**: 0.164 Ha
**Total charge**: -1
**Energy above the lowest of the compared OMol25 structures with the same formula, charge and spin**: 0.0 kcal/mol
**E_HOMO**: -2.2 eV